# 1
Computed, not measured: a gas-phase ion, C7H16N (charge +1) in a non-equilibrium geometry, with ωB97M-V/def2-TZVPD.

Structure (ORCA input):
```
! wB97M-V def2-TZVPD RIJCOSX def2/J DEFGRID3
* xyz 1 1
C -0.631 -1.476 3.418
C -1.426 -1.312 2.376
C -0.876 -1.136 0.997
C -1.222 0.124 0.202
C 0.022 0.959 -0.096
C 0.966 0.422 -1.185
C 0.297 0.001 -2.475
N 1.900 1.626 -1.514
H -0.956 -1.560 4.449
H 0.452 -1.491 3.328
H -2.499 -1.364 2.528
H -1.111 -2.060 0.442
H 0.210 -1.304 1.058
H -1.890 0.739 0.796
H -1.729 -0.121 -0.728
H 0.561 1.140 0.835
H -0.306 1.937 -0.478
H 1.620 -0.349 -0.794
H -0.215 0.776 -3.040
H -0.445 -0.734 -2.144
H 0.940 -0.592 -3.125
H 1.688 1.990 -2.445
H 2.890 1.379 -1.535
H 1.760 2.405 -0.871
*
```

E = -9001.3024 eV
Energy above the lowest of the compared OMol25 structures with the same formula, charge and spin = 1.003 eV
HOMO-LUMO gap = 8.9 eV
SMILES = C=CCCC[C@@H](C)[NH3+]

natural (NBO) atomic charges, in units of e: C -0.367; C -0.191; C -0.454; C -0.402; C -0.414; C -0.021; C -0.666; N -0.686; H 0.213; H 0.182; H 0.213; H 0.226; H 0.194; H 0.239; H 0.214; H 0.229; H 0.201; H 0.229; H 0.232; H 0.257; H 0.245; H 0.440; H 0.444; H 0.443

# 2
Computed, not measured: a molecular structure, C22H14O2PPdS4 in a non-equilibrium geometry, with ωB97M-V/def2-TZVPD.

Structure (ORCA input):
```
! wB97M-V def2-TZVPD RIJCOSX def2/J DEFGRID3
* xyz 1 1
Pd -1.931 0.785 0.279
O -3.342 -1.169 0.230
C -2.465 -1.065 -0.550
C -1.597 -1.742 -1.447
C -2.077 -2.791 -2.256
C -1.259 -3.334 -3.221
C 0.038 -2.863 -3.396
C 0.520 -1.825 -2.608
C -0.287 -1.256 -1.639
P 0.190 0.104 -0.543
C 1.790 0.690 -1.137
C 1.849 1.353 -2.363
C 3.078 1.708 -2.893
C 4.244 1.413 -2.197
C 4.183 0.749 -0.980
C 2.958 0.390 -0.439
C 0.539 -0.643 1.088
C 0.627 -2.020 1.278
C 0.876 -2.523 2.548
C 1.050 -1.659 3.617
C 0.972 -0.285 3.429
C 0.707 0.227 2.170
H -3.089 -3.144 -2.107
H -1.630 -4.133 -3.849
H 0.676 -3.313 -4.145
H 1.528 -1.455 -2.740
H 0.932 1.588 -2.892
H 3.130 2.215 -3.847
H 5.202 1.707 -2.602
H 5.095 0.503 -0.452
H 2.910 -0.127 0.510
H 0.508 -2.690 0.436
H 0.936 -3.593 2.695
H 1.240 -2.057 4.605
H 1.108 0.385 4.268
H 0.651 1.297 2.010
O -5.333 5.508 3.836
C -4.678 4.719 3.243
S -4.065 4.979 1.581
C -3.250 3.453 1.416
C -3.324 2.568 2.533
S -2.596 1.063 2.619
S -4.204 3.126 3.918
S -2.412 3.159 -0.003
*
```

E = -83238.8136 eV
Energy above the lowest of the compared OMol25 structures with the same formula, charge and spin = 1.718 eV
HOMO-LUMO gap (alpha / beta) = 4.9 / 4.9 eV

natural (NBO) atomic charges, in units of e: Pd 0.265; O -0.416; C 0.641; C -0.255; C -0.104; C -0.206; C -0.125; C -0.203; C -0.259; P 0.942; C -0.400; C -0.132; C -0.221; C -0.173; C -0.197; C -0.191; C -0.263; C -0.249; C -0.192; C -0.195; C -0.192; C -0.246; H 0.239; H 0.242; H 0.238; H 0.244; H 0.213; H 0.230; H 0.230; H 0.230; H 0.232; H 0.219; H 0.229; H 0.229; H 0.227; H 0.224; O -0.460; C 0.219; S 0.440; C -0.390; C -0.395; S 0.135; S 0.443; S 0.152

# 3
Computed, not measured: 6 unconnected molecules or ions with the total composition C17H48N4O8 in a non-equilibrium geometry, with ωB97M-V/def2-TZVPD.

Structure (ORCA input):
```
! wB97M-V def2-TZVPD RIJCOSX def2/J DEFGRID3
* xyz 0 1
O 1.087 0.818 -0.141
H 1.701 1.392 0.303
H 1.614 -0.015 0.049
H 0.974 1.019 -1.098
C 3.053 -1.434 0.852
O 1.882 -1.561 1.144
O 3.911 -2.299 1.280
O 3.401 -0.485 0.124
H 3.585 -2.770 1.991
C -3.133 -3.368 -3.284
C -2.114 -4.634 -3.392
C -1.178 -4.689 -2.174
O -0.485 -3.418 -1.980
C 0.701 -3.461 -1.006
N -2.847 -5.846 -3.552
H -3.810 -3.399 -2.552
H -3.635 -3.223 -4.143
H -2.484 -2.386 -3.132
H -1.487 -4.455 -4.307
H -0.502 -5.522 -2.182
H -1.851 -4.742 -1.333
H 1.532 -4.087 -1.157
H 0.272 -3.506 0.008
H 1.247 -2.581 -1.436
H -2.981 -6.260 -2.659
H -2.055 -6.365 -4.061
C -5.571 -0.082 2.595
C -4.497 0.854 2.290
C -3.262 0.301 1.658
O -2.580 -0.499 2.546
C -1.639 -1.309 1.863
N -5.103 1.754 1.310
H -6.362 0.263 3.260
H -5.130 -0.962 3.141
H -6.051 -0.607 1.785
H -4.152 1.417 3.175
H -2.526 1.047 1.133
H -3.652 -0.175 0.781
H -1.070 -0.542 1.232
H -2.068 -2.064 1.249
H -0.921 -2.051 2.553
H -5.956 2.150 1.654
H -4.552 2.490 1.059
C 2.196 1.490 2.963
C 2.940 2.606 2.403
C 4.353 2.799 3.187
O 4.151 3.335 4.463
C 5.342 3.531 5.146
N 3.267 2.260 1.038
H 2.685 0.558 3.107
H 1.381 1.169 2.359
H 1.930 1.793 3.944
H 2.465 3.517 2.567
H 4.911 3.539 2.637
H 5.145 1.851 3.109
H 6.070 2.559 5.358
H 5.119 3.676 6.215
H 5.824 4.286 4.803
H 3.671 1.402 0.915
H 3.832 2.976 0.455
C -0.422 0.145 -3.202
C 0.635 1.098 -3.564
C 0.341 2.645 -3.514
O -0.117 2.683 -2.235
C -0.650 4.012 -1.772
N 1.806 0.892 -2.705
H -0.133 -1.009 -3.616
H -1.221 0.354 -3.846
H -0.728 0.234 -2.255
H 1.223 0.831 -4.549
H -0.426 2.560 -4.208
H 1.102 3.274 -3.853
H -1.532 4.156 -2.487
H 0.079 4.728 -1.743
H -1.223 3.926 -0.833
H 2.523 1.521 -2.719
H 2.155 -0.103 -3.013
*
```

E = -40738.5863 eV
Energy above the lowest of the compared OMol25 structures with the same formula, charge and spin = 0.000 eV
HOMO-LUMO gap = 8.9 eV

Mulliken atomic charges, in units of e: O 0.270; H 0.100; H -0.007; H 0.367; C 0.769; O -0.649; O -0.563; O -0.872; H 0.304; C -1.406; C 0.333; C -0.776; O -0.127; C -0.720; N -0.675; H 0.409; H 0.480; H 0.108; H 0.309; H 0.313; H 0.316; H 0.435; H 0.308; H 0.043; H 0.300; H 0.336; C -1.476; C 0.838; C -0.524; O -0.403; C -0.357; N -0.703; H 0.378; H 0.295; H 0.386; H 0.203; H 0.015; H 0.352; H 0.072; H 0.343; H 0.188; H 0.245; H 0.162; C -1.668; C 0.454; C -0.615; O -0.309; C -0.856; N -0.498; H 0.341; H 0.341; H 0.541; H 0.387; H 0.405; H 0.236; H 0.260; H 0.282; H 0.420; H 0.175; H 0.254; C -1.053; C 0.000; C -1.131; O 0.045; C -0.980; N -0.536; H 0.129; H 0.540; H 0.526; H 0.288; H 0.412; H 0.581; H 0.325; H 0.377; H 0.209; H 0.137; H 0.263

# 4
Computed, not measured: a molecular structure, C20H12F6N5O6PdS2 in a non-equilibrium geometry, with ωB97M-V/def2-TZVPD.

Structure (ORCA input):
```
! wB97M-V def2-TZVPD RIJCOSX def2/J DEFGRID3
* xyz -1 3
Pd 0.234 -0.117 0.000
O 4.176 0.797 0.071
C 3.013 0.506 -0.205
N 1.957 0.474 0.688
C 1.891 0.954 1.940
C 2.938 1.594 2.646
C 2.746 1.975 3.944
C 1.516 1.728 4.604
C 0.471 1.125 3.959
C 0.615 0.733 2.610
N -0.319 0.126 1.848
C -1.557 -0.351 2.214
O -2.016 -0.369 3.357
C -2.283 -0.903 1.052
C -3.616 -1.298 1.188
C -4.276 -1.872 0.129
C -3.572 -2.076 -1.065
C -2.260 -1.659 -1.136
N -1.615 -1.078 -0.129
C 2.570 0.133 -1.561
C 3.391 0.379 -2.661
C 2.947 0.090 -3.929
C 1.672 -0.467 -4.085
C 0.907 -0.682 -2.962
N 1.320 -0.410 -1.721
H 3.875 1.762 2.138
H 3.548 2.463 4.482
H 1.403 2.024 5.640
H -0.466 0.932 4.458
H -4.086 -1.143 2.149
H -5.315 -2.164 0.206
H -4.036 -2.549 -1.919
H -1.697 -1.817 -2.044
H 4.370 0.800 -2.477
H 3.560 0.298 -4.795
H 1.276 -0.700 -5.061
H -0.081 -1.109 -3.056
F -2.210 4.413 -0.860
C -0.972 4.293 -1.321
F -0.825 5.059 -2.406
F -0.149 4.793 -0.386
S -0.431 2.502 -1.656
O -1.459 1.640 -1.128
O 0.832 2.470 -0.983
N -0.208 2.403 -3.222
S -1.448 2.629 -4.186
O -1.038 3.149 -5.453
O -2.598 3.187 -3.538
C -2.020 0.915 -4.657
F -2.458 0.202 -3.616
F -3.031 1.034 -5.529
F -1.054 0.201 -5.258
*
```

E = -82126.7397 eV
HOMO-LUMO gap (alpha / beta) = 3.1 / 6.4 eV

natural (NBO) atomic charges, in units of e: Pd 0.883; O -0.619; C 0.580; N -0.481; C 0.156; C -0.222; C -0.219; C -0.204; C -0.255; C 0.245; N -0.538; C 0.572; O -0.631; C 0.078; C -0.205; C -0.180; C -0.282; C 0.081; N -0.461; C 0.083; C -0.199; C -0.177; C -0.269; C 0.068; N -0.483; H 0.252; H 0.206; H 0.205; H 0.251; H 0.239; H 0.211; H 0.217; H 0.193; H 0.237; H 0.211; H 0.224; H 0.196; F -0.306; C 0.733; F -0.319; F -0.321; S 2.234; O -0.949; O -0.943; N -1.209; S 2.258; O -0.928; O -0.946; C 0.707; F -0.321; F -0.322; F -0.332